Computed, not measured: a 3-piece molecular cluster, C3H10O3S overall, with wB97M-V/def2-TZVPD.

Atoms and positions in Å:
C  0.18257  -0.10394  -1.03827
O  -1.03665  0.57070  -0.82886
C  1.06076  -0.44756  0.17250
C  2.56040  -0.11424  -0.08710
S  3.60395  -0.09970  1.41127
H  0.07570  -0.92166  -1.77426
H  0.75609  0.62202  -1.65441
H  0.98692  -1.47965  0.51620
H  0.79041  0.15957  1.01716
H  2.58749  0.83062  -0.62407
H  2.92557  -0.85786  -0.81193
H  -3.05646  1.76653  0.22380
H  -2.37883  0.58665  -0.47905
O  -3.31957  0.90405  -0.10864
H  -1.46004  -0.29992  0.76192
H  -2.61015  -0.45205  1.63532
O  -1.66816  -0.66356  1.66842

- Total charge: -2
- ΔE to the lowest compared entry with this formula, charge and spin: 0.958 eV
- M: 126.177 g mol⁻¹
- 2S+1: 1
- HOMO level: 0.5 eV

Results of the natural (NBO) charge analysis, in e, for atoms 1 through 5: -0.0303 -0.9885 -0.4568 -0.5015 -0.7779



Computed, not measured: C23H16AsHgO5 as an isolated structure, with wB97M-V/def2-TZVPD.

Atoms and positions in Å:
O  -0.39959  0.32278  -8.25353
C  -0.47116  0.50809  -7.16289
Hg  0.31701  -0.44482  -2.47401
O  -1.08832  1.79551  -4.27093
C  -0.57950  0.98470  -3.62530
C  1.39125  -2.21254  -2.09555
O  1.98034  -3.16379  -1.86805
C  2.14351  0.44563  -2.89860
O  3.14399  0.93809  -3.14365
C  -1.33967  -1.66231  -2.80238
O  -2.24727  -2.31851  -2.98956
H  0.68440  -1.13542  -4.29209
C  -3.10025  -2.39368  2.60677
C  -3.52251  -1.68771  1.47285
C  -2.60493  -0.96654  0.70152
C  -1.25370  -0.97305  1.06820
C  -0.81845  -1.64761  2.21657
C  -1.74881  -2.36866  2.97296
As  -0.03696  0.03678  0.00287
C  -0.66047  1.80353  0.46222
C  -1.05947  2.76250  -0.47418
C  -1.50001  4.01086  -0.00263
C  -1.54914  4.27691  1.37204
C  -1.15648  3.29089  2.28867
C  -0.71574  2.04615  1.83865
C  1.72940  -0.50543  0.63615
C  2.63171  0.50422  0.97540
C  3.88591  0.15494  1.48806
C  4.23851  -1.19552  1.64804
C  3.32838  -2.19322  1.28895
C  2.06869  -1.85179  0.77623
H  -3.81468  -2.96055  3.19791
H  -4.57342  -1.70366  1.18288
H  -2.93755  -0.42701  -0.18546
H  0.22753  -1.63996  2.51881
H  -1.41199  -2.91434  3.85159
H  -1.01701  2.55270  -1.54453
H  -1.79840  4.77448  -0.71661
H  -1.88643  5.24630  1.72994
H  -1.18964  3.49098  3.35676
H  -0.40831  1.27930  2.55083
H  2.35519  1.55438  0.84971
H  4.58971  0.93515  1.76641
H  5.21511  -1.46059  2.04604
H  3.59243  -3.24602  1.41608
H  1.36682  -2.64213  0.51687

- Total charge: +1
- ΔE to the lowest compared entry with this formula, charge and spin: 2.715 eV
- M: 647.888 g mol⁻¹
- 2S+1: 1
- HOMO level (alpha / beta): -10.1 / -10.1 eV

Results of the natural (NBO) charge analysis, in e, for atoms 1 through 5: -0.4685 0.4715 1.3929 -0.3917 0.3606



Computed, not measured: a 2-piece molecular cluster, H4I2Si2 overall, with wB97M-V/def2-TZVPD.

Atoms and positions in Å:
Si  -1.79448  0.38131  -0.11409
Si  2.25213  -1.08357  0.82450
I  -1.66473  2.92707  -0.11148
I  3.98452  0.26624  -0.30472
H  -3.10646  -0.21987  0.41624
H  -1.32376  -0.22409  -1.56721
H  -0.74403  0.20896  0.82776
H  2.39681  -2.25605  0.02901

- Total charge: 0
- ΔE to the lowest compared entry with this formula, charge and spin: 2.106 eV
- M: 314.012 g mol⁻¹
- 2S+1: 1
- HOMO level: -8.8 eV

Results of the natural (NBO) charge analysis, in e, for atoms 1 through 5: 0.6404 0.6012 -0.2384 -0.2907 -0.1196



Computed, not measured: the molecule C3H5NO3, with wB97M-V/def2-TZVPD.

Atoms and positions in Å:
O  -1.54516  -0.00453  1.70911
C  -0.79444  0.86237  0.81377
C  0.00359  0.04060  -0.10235
N  -0.39324  -1.09064  -0.93237
O  0.94795  -1.21854  -1.37422
C  1.25790  -0.03440  -0.59296
O  2.49084  0.34870  -0.53729
H  -2.45362  0.00727  1.23709
H  -0.31181  1.77047  1.34818
H  -1.61268  1.24338  0.22121
H  -0.50945  -2.00891  -0.44403
H  2.92013  0.08422  -1.34615

- Total charge: 0
- ΔE to the lowest compared entry with this formula, charge and spin: 5.557 eV
- M: 103.077 g mol⁻¹
- 2S+1: 1
- HOMO level: -8.4 eV

Results of the natural (NBO) charge analysis, in e, for atoms 1 through 5: -0.7169 -0.1091 -0.0871 -0.2911 -0.3980